Entry from the OMol25 dataset: a cluster of 13 separate species, C17H60N18O17 in total (ωB97M-V/def2-TZVPD).

HOMO-LUMO gap (eV): 9.5

CARTESIAN COORDINATES (ANGSTROEM)
O  0.708  -2.892  5.504
O  -3.153  -2.395  2.813
O  1.468  4.053  -4.449
O  -2.360  -4.755  -1.483
O  2.806  0.637  2.243
O  3.014  -3.725  -4.147
O  -1.292  2.305  3.301
O  3.313  1.170  -0.683
O  -2.463  0.934  -4.865
O  2.692  3.608  1.858
O  0.006  -0.490  -4.618
O  -0.786  1.040  0.286
O  4.100  -1.105  -3.494
O  -3.570  0.840  4.081
O  0.797  -3.710  0.065
O  -3.779  2.733  1.990
O  0.264  5.984  0.516
N  0.775  -0.667  -0.385
N  2.771  2.771  -5.846
N  -5.040  -3.752  3.000
N  0.267  -1.989  3.353
N  -2.100  -4.408  0.869
N  4.919  2.496  0.374
N  -5.239  -1.292  3.118
N  0.532  -4.327  -2.143
N  -0.534  3.831  1.179
N  2.396  -1.645  4.474
N  -3.659  2.011  -0.243
N  -4.045  -3.600  -0.260
N  5.494  0.998  -1.424
N  2.898  2.628  -3.413
N  0.139  4.317  -1.156
N  2.562  -4.691  -1.086
N  -5.487  3.220  0.469
N  -1.351  -1.197  0.420
C  0.003  4.816  0.249
C  2.266  -2.492  -4.298
C  2.341  3.205  -4.599
C  1.077  -2.220  4.512
C  -0.515  -0.174  0.133
C  -1.205  1.155  4.090
C  -2.465  1.076  4.930
C  4.508  1.556  -0.566
C  -1.470  1.230  -3.876
C  1.223  -4.189  -0.977
C  -2.812  -4.321  -0.408
C  -4.262  2.654  0.848
C  2.058  1.474  3.037
C  -0.744  -0.086  -3.543
C  2.712  2.892  3.069
C  2.798  -1.541  -3.228
C  -4.394  -2.486  3.042
H  -0.835  4.256  2.008
H  1.939  2.555  -6.367
H  2.338  -2.089  -5.316
H  -2.222  -1.074  0.930
H  -4.486  -3.685  0.647
H  -5.481  3.508  -0.500
H  -0.727  -2.171  3.452
H  1.839  3.486  1.401
H  -4.768  -0.482  3.547
H  2.144  -0.661  -3.317
H  -2.591  2.067  5.364
H  -3.591  1.487  3.363
H  -1.455  -0.892  -3.336
H  2.795  -1.371  3.580
H  -2.264  -3.739  1.586
H  2.691  1.031  1.360
H  5.167  0.266  -2.030
H  -3.931  2.469  -1.087
H  2.558  -1.987  -2.267
H  -2.965  1.675  -5.225
H  2.031  1.077  4.056
H  6.307  1.528  -1.652
H  -1.176  0.262  3.474
H  -0.493  -4.298  -2.026
H  3.231  -4.473  -0.388
H  -2.012  2.221  2.668
H  -0.732  2.871  0.894
H  0.980  -1.664  -0.327
H  1.237  -2.699  -4.063
H  -6.078  -1.476  3.659
H  0.762  4.882  -1.721
H  -0.910  -2.132  0.444
H  -0.299  1.282  4.686
H  -2.449  0.286  5.702
H  -0.081  0.016  -2.671
H  2.360  2.903  -2.610
H  3.364  1.748  -3.352
H  0.644  -1.453  2.596
H  -0.720  1.936  -4.254
H  2.264  3.472  3.865
H  -4.627  -3.735  -1.096
H  2.971  -5.005  -1.970
H  2.988  -1.846  5.271
H  5.908  2.681  0.406
H  4.613  -1.935  -3.656
H  4.189  3.117  0.742
H  3.072  -4.015  -5.085
H  3.780  2.801  3.329
H  -5.953  -4.034  3.338
H  0.209  3.311  -1.271
H  -2.728  1.571  -0.178
H  -1.104  -4.547  0.672
H  -4.475  -4.588  3.226
H  -0.593  -0.360  -5.378
H  1.596  -0.065  -0.221
H  0.988  -4.731  -2.974
H  -5.878  3.730  1.237
H  3.447  2.009  -5.627
H  0.972  1.580  2.822
H  -1.943  1.640  -2.990

---

Entry from the OMol25 dataset: a structure of composition C9H8ClO11P2Sm (ωB97M-V/def2-TZVPD).

Spin multiplicity: 6
Net charge: -2
HOMO-LUMO gap (alpha / beta) (eV): 6.3 / 6.2
<S²>: 8.760

CARTESIAN COORDINATES (ANGSTROEM)
Sm  0.466  -0.091  1.170
Cl  -2.692  -2.034  0.166
P  3.320  0.582  1.436
P  1.424  2.660  0.721
O  -2.456  -0.554  3.963
O  2.630  -0.317  0.434
O  4.759  0.493  1.696
O  -1.489  0.662  0.823
O  -0.521  -0.872  2.871
O  1.385  4.077  0.342
O  0.904  1.731  -0.533
O  -2.954  1.600  2.244
O  2.941  2.131  0.934
O  0.652  2.095  1.910
O  2.403  0.476  2.790
C  -1.778  -1.515  -1.241
C  -0.367  -1.680  -1.239
C  -2.107  0.780  1.967
C  -2.463  -0.922  -2.282
C  -1.694  -0.304  3.058
C  -0.395  -0.589  -3.436
C  0.339  -2.302  -0.163
C  -1.782  -0.462  -3.405
C  0.289  -1.177  -2.389
H  1.370  -1.258  -2.419
H  0.160  -0.219  -4.293
H  -2.321  -0.004  -4.225
H  1.696  1.172  2.594
H  -0.251  -3.011  0.410
H  -3.539  -0.814  -2.204
H  1.327  -2.665  -0.430
H  0.745  2.331  -1.271

---

Entry from the OMol25 dataset: the ion CH4BrN4 with charge +1 (ωB97M-V/def2-TZVPD).

Spin multiplicity: 3
Net charge: +1
HOMO-LUMO gap (alpha / beta) (eV): 7.3 / 8.1
<S²>: 2.007

CARTESIAN COORDINATES (ANGSTROEM)
Br  -1.014  -0.510  -3.008
N  -1.294  -0.082  -1.098
N  0.855  -0.772  -0.630
N  -0.061  0.735  0.836
N  -0.782  0.705  1.817
C  -0.195  -0.069  -0.298
H  0.872  -1.138  -1.606
H  -0.465  1.400  2.507
H  1.659  -0.561  -0.062
H  -1.998  0.614  -1.135

---

Entry from the OMol25 dataset: an isolated molecule of C6H8 (ωB97M-V/def2-TZVPD).

SMILES: C=C=CC(=C)C
HOMO-LUMO gap (eV): 9.8

CARTESIAN COORDINATES (ANGSTROEM)
C  -0.888  0.202  0.089
C  -1.141  -1.220  -0.131
C  0.474  0.780  -0.028
C  1.722  0.353  -0.002
C  -1.889  1.036  0.161
C  2.888  -0.158  0.221
H  0.459  1.741  -0.523
H  -1.683  2.040  0.229
H  3.361  -0.006  1.171
H  -1.252  -1.218  -1.189
H  3.457  -0.738  -0.520
H  -2.119  -1.356  0.203
H  -2.786  0.539  -0.085
H  -0.603  -1.994  0.405

---

Relative energy (zero: lowest compared OMol25 entry of this formula, charge and spin), respectively: 1.3557; 1.1790; 0.0000; 2.4045 eV.